1.
C11H13N3S in the gas phase, computed with ωB97M-V/def2-TZVPD.

The geometry in XYZ format:
```
28
Properties=species:S:1:pos:R:3:mulliken_charge:R:1
C 0.907 -2.913 -1.590 -0.45
C 0.183 -2.023 -0.871 -0.41
C 0.877 -0.846 2.881 -1.17
C -0.517 -0.651 2.911 -0.17
C 1.800 -2.343 -2.417 -0.58
C 0.525 -0.725 -1.104 0.21
C 1.321 -0.198 1.717 0.75
C -1.900 2.046 0.376 -0.48
C -1.818 2.456 -0.961 -0.63
C -1.333 1.028 -0.567 -0.32
C 0.105 0.508 -0.412 -0.18
N -0.938 0.016 1.870 -0.93
N 0.218 0.237 1.148 0.64
N 2.594 0.148 1.278 -0.59
S 1.800 -0.634 -2.242 -0.14
H 0.730 -4.026 -1.527 0.32
H -0.442 -2.320 -0.019 0.39
H 1.372 -1.078 3.781 0.37
H -1.227 -0.787 3.791 0.36
H 2.369 -2.845 -3.079 0.58
H -1.331 2.300 1.261 0.29
H -2.884 1.808 0.722 0.22
H -2.750 2.375 -1.629 0.20
H -1.203 3.273 -1.453 0.23
H -2.083 0.273 -0.873 0.38
H 0.874 1.280 -0.630 0.47
H 3.212 -0.640 1.406 0.30
H 2.599 0.290 0.263 0.32
```

Computed properties:
**Molecular weight**: 219.31 g/mol
**Charge**: 0
**LUMO level**: 0.59 eV
**SMILES**: Nc1ccnn1[C@@H](c1cccs1)C1CC1
**E_tot**: -26920.2688 eV
**Frontier orbital gap**: 0.3223 hartree
**Energy above the lowest of the compared OMol25 structures with the same formula, charge and spin**: 345.4 kJ/mol
**HOMO energy**: -8.178 eV


2.
C11H13N3S in the gas phase, computed with ωB97M-V/def2-TZVPD.

The geometry in XYZ format:
```
28
Properties=species:S:1:pos:R:3:mulliken_charge:R:1
C -2.787 1.579 -2.018 -1.23
C -1.739 1.854 -1.003 0.60
N -1.131 3.021 -0.895 -0.97
N -0.274 2.904 0.123 0.29
C -0.308 1.683 0.702 0.11
C -1.247 0.965 -0.018 0.41
S -1.743 -0.714 0.232 -0.15
C -0.128 -1.473 0.360 -0.09
C 0.183 -2.170 1.514 -0.23
C 1.423 -2.764 1.665 -0.67
C 2.357 -2.649 0.649 -0.52
C 2.049 -1.966 -0.509 -0.77
C 0.794 -1.377 -0.692 0.96
N 0.475 -0.786 -1.885 -0.44
H 1.230 -0.531 -2.497 0.22
H -0.340 -0.197 -1.916 0.12
H 2.775 -1.889 -1.307 0.32
H 3.334 -3.097 0.759 0.38
H 1.658 -3.303 2.569 0.39
H -0.558 -2.237 2.296 0.44
C 0.550 1.306 1.852 -1.31
H -0.008 0.675 2.540 0.31
H 0.889 2.196 2.378 0.42
H 1.422 0.743 1.517 0.21
H 0.300 3.690 0.385 0.18
H -2.795 0.522 -2.277 0.33
H -3.768 1.834 -1.617 0.31
H -2.613 2.182 -2.905 0.36
```

Computed properties:
**Molecular weight**: 219.31 g/mol
**Charge**: 0
**LUMO level**: 0.84 eV
**SMILES**: Cc1n[nH]c(C)c1Sc1ccccc1N
**E_tot**: -26923.8485 eV
**Frontier orbital gap**: 0.3222 hartree
**Energy above the lowest of the compared OMol25 structures with the same formula, charge and spin**: 0.0 kJ/mol
**HOMO energy**: -7.926 eV


3.
A molecular structure, C11H13N4O5Tc, computed with ωB97M-V/def2-TZVPD.

The geometry in XYZ format:
```
34
Properties=species:S:1:pos:R:3:lowdin_spin:R:1
O 1.081 5.497 -1.283 0.00
C 1.103 4.588 -0.531 0.00
Tc 0.136 -0.126 -1.969 2.23
C 1.066 -2.062 -1.672 0.07
O 1.578 -3.101 -1.655 0.05
C -0.270 -2.767 -4.324 0.02
O -0.249 -3.461 -5.219 0.00
C 1.138 0.890 -3.224 0.09
O 1.967 1.415 -3.910 0.17
C -1.817 -0.402 -2.545 0.09
O -2.972 -0.409 -2.644 0.07
H 0.581 1.090 -1.130 0.00
C -0.725 0.980 0.179 0.01
N -0.106 -0.415 0.001 0.03
C -0.865 -1.526 0.626 0.01
N -0.986 -1.157 2.035 -0.01
C -1.659 0.200 2.174 0.01
N -0.858 1.309 1.596 0.07
C 0.556 1.310 2.129 0.00
N 1.269 -0.009 1.961 0.04
C 1.344 -0.337 0.502 0.03
C 0.395 -1.082 2.550 0.00
H -1.677 1.075 -0.377 0.01
H 0.074 1.899 -0.225 0.00
H -0.313 -2.489 0.457 0.00
H -1.853 -1.572 0.138 0.00
H -1.711 0.522 3.209 0.00
H -2.677 0.212 1.751 0.00
H 1.139 2.164 1.647 0.00
H 0.409 1.472 3.213 0.00
H 1.819 -1.311 0.352 0.00
H 1.830 0.460 -0.015 0.01
H 0.354 -0.807 3.610 0.00
H 0.896 -2.052 2.590 0.00
```

Computed properties:
**Molecular weight**: 379.25 g/mol
**Charge**: +3
**LUMO level (alpha / beta)**: -15.79 / -16.26 eV
**E_tot**: -29972.4788 eV
**Expectation value of S²**: 3.874
**Spin multiplicity**: 4
**Frontier orbital gap (alpha / beta)**: 0.1848 / 0.1600 hartree
**Energy above the lowest of the compared OMol25 structures with the same formula, charge and spin**: 479.4 kJ/mol
**HOMO energy (alpha / beta)**: -20.819 / -20.616 eV